12
Properties=species:S:1:pos:R:3 method="wB97M-V/def2-TZVPD" e_homo_ev=-10.006 energy_ev=-8337.9513 e_lumo_ev=0.904 de_lowest_kcal_mol=57.9 multiplicity=1 gap_ev=10.91
O -0.7998 -0.4811 1.1741
O 2.0328 -0.5970 -0.4616
C 1.0133 -0.5583 0.1623
C 0.0174 0.5449 0.5392
C -0.4304 1.3080 -0.8063
C -0.0361 -1.5807 0.6306
H -0.5677 -2.0729 -0.2023
H 0.0605 1.5043 1.0096
H 0.4618 1.4015 -1.4459
H -1.2195 0.7217 -1.2547
H 0.2577 -2.3575 1.3547
H -0.8060 2.3531 -0.6863



11
Properties=species:S:1:pos:R:3 method="wB97M-V/def2-TZVPD" e_homo_ev=-8.171 energy_ev=-7762.8601 e_lumo_ev=0.707 de_lowest_kcal_mol=84.5 multiplicity=1 gap_ev=8.88
O -2.0888 0.9934 -0.4662
N 1.6335 0.0475 0.1383
C 0.3172 1.4548 -0.2778
C 0.8070 -0.9321 0.4139
C -0.8106 0.6335 -0.1636
C -0.5402 -0.6147 0.3955
H -1.3039 -1.2106 0.8595
H 2.6165 -0.2869 0.0543
H 0.8701 1.6865 -1.1582
H 1.1293 -1.9612 0.5714
H -2.6302 0.1900 -0.3671



152
Properties=species:S:1:pos:R:3 method="wB97M-V/def2-TZVPD" e_homo_ev=-10.490 energy_ev=-91569.8045 total_charge=+1 e_lumo_ev=-2.422 multiplicity=1 gap_ev=8.07
P 2.1695 -1.9281 -0.6971
O 1.5478 1.4638 1.3235
O 2.4472 -2.3421 4.7393
O -1.5021 -6.5570 2.8769
O -3.4018 -3.5809 0.6020
O 4.0235 7.9298 -0.5704
O 1.9158 -3.4264 -0.1941
O 5.9040 4.7803 1.2058
O -8.1880 2.9400 -1.7944
O -1.5156 0.7381 5.5251
O -2.8778 2.7528 -0.4254
O 1.5235 1.0469 -6.9549
O 0.6710 -0.5552 -3.4064
N 2.6567 2.1883 3.1280
N -2.4764 -2.6148 -1.1992
N 3.1435 -0.4826 -6.7474
N -1.7915 1.3597 7.6635
N 1.4305 -3.3723 3.0332
N 0.5368 1.5279 -4.2143
N -3.8492 0.9375 0.4687
N -9.0325 1.6672 -3.4376
N 6.3295 3.2678 -0.3796
N -1.3395 -8.5328 1.8285
N 1.2296 -1.0264 0.2733
N 3.2587 5.9047 0.0168
C 3.5220 1.4570 -8.2048
C 2.2850 4.8450 0.1677
C -8.9884 2.0892 -2.1461
C 1.6977 7.5250 -0.9611
C -3.9003 2.1218 -0.2017
C -3.5085 -3.2332 -0.5642
C -4.9537 0.0726 0.8337
C 4.0411 -0.1742 -1.4944
C -2.4181 -2.1170 -2.5624
C 0.2460 2.9501 -4.1845
C -4.7771 -3.4555 -1.3528
C 6.8787 2.7279 -1.6065
C 3.8932 -1.4949 -0.6942
C 0.4672 -4.2388 2.3728
C -9.9129 0.6802 -4.0318
C 0.5334 -3.6804 5.2911
C 0.3651 0.6357 -3.2303
C -9.9698 1.4673 -1.1784
C 6.4919 4.4996 0.1707
C 1.6501 1.5024 2.5587
C 1.5462 -3.0725 4.3560
C 4.4803 -1.4759 0.7379
C 7.3779 5.4832 -0.5466
C -1.8000 -7.2589 1.9214
C -1.9736 0.4979 6.6346
C -0.2078 1.1452 -1.9300
C 0.6652 0.8112 3.4542
C 2.6484 0.6715 -7.2584
C -1.5880 -9.5003 0.7777
C 4.4366 -1.0891 -6.9950
C 2.9279 2.3481 4.5468
C -5.2607 2.6114 -0.6306
C 5.8393 -2.1762 0.8043
C 3.0872 7.1522 -0.4925
C -2.2581 1.2381 9.0321
C -2.6721 -6.7382 0.8026
C -2.7611 -0.7612 6.9119
H -1.4165 1.2376 9.7258
H 3.7725 0.8666 -9.0863
H 1.7312 8.5419 -1.3385
H 3.0884 0.2615 -1.8101
H -9.8226 0.3887 -1.1085
H -5.4939 -3.9495 -0.7046
H 5.0147 -0.4782 -7.6797
H 7.3796 6.4095 0.0183
H 6.2197 -2.2195 1.8218
H 4.6135 -0.4310 1.0261
H -4.5913 -4.0845 -2.2241
H -2.9145 2.0702 9.2888
H -3.5868 -7.3257 0.7128
H 8.3981 5.1051 -0.6226
H 2.1450 -2.9378 2.4723
H -5.8890 0.4964 0.4827
H 4.2020 5.7085 0.3226
H 4.3191 -2.0806 -7.4343
H 5.7735 -3.1921 0.4049
H -2.1347 -6.7761 -0.1475
H -5.1982 -2.5076 -1.6909
H 2.5029 -0.9559 -6.1271
H -2.2757 -1.3649 7.6793
H -2.9183 0.6677 0.7445
H -10.5842 0.2755 -3.2822
H 0.5705 -4.7693 5.2527
H 3.2734 2.6478 2.4740
H 0.7641 -3.3491 6.2987
H 3.9155 1.9574 4.7906
H -0.6521 -9.8154 0.3132
H -0.2238 -4.6870 3.0762
H -2.8096 0.3134 9.1609
H -1.6635 -2.4937 -0.6160
H -10.9978 1.6588 -1.4864
H 1.1664 0.0671 4.0725
H -5.0124 -0.0458 1.9166
H 4.5659 0.5697 -0.8960
H 1.1513 3.5240 -4.3855
H 1.3617 6.8607 -1.7585
H 3.7953 -1.9135 1.4681
H 7.5116 3.4514 -2.1088
H -10.5132 1.1270 -4.8255
H -5.1399 3.5606 -1.1413
H 2.5955 3.9601 -0.3944
H -0.0827 0.3206 2.8368
H 4.6251 -0.3317 -2.4006
H 1.0056 -5.0448 1.8728
H -0.4759 -3.3618 5.0288
H 2.8963 3.4025 4.8216
H -0.1463 3.2424 -3.2161
H -2.9275 -5.7048 1.0192
H -2.0851 -10.3850 1.1776
H 1.5411 -0.0558 0.4512
H -2.2318 -1.0416 -2.5709
H -1.1947 1.5848 -2.0784
H -2.2232 -9.0668 0.0129
H 6.5591 -1.6449 0.1757
H -1.6172 -2.6047 -3.1194
H 0.8986 1.1475 -5.0822
H 6.0593 2.4557 -2.2757
H 2.1887 1.8099 5.1297
H -0.7652 -8.8138 2.6075
H -0.4904 3.1984 -4.9484
H 2.3869 -4.0677 -0.7403
H 2.1989 4.5584 1.2179
H -3.3569 -2.3079 -3.0712
H 4.4467 1.7661 -7.7165
H -0.3018 0.3180 -1.2341
H -1.2647 2.1820 7.4150
H -9.8061 1.9121 -0.2020
H 4.9999 -1.1906 -6.0655
H 5.7230 2.6757 0.1652
H 2.9738 2.3401 -8.5160
H 0.9807 7.4739 -0.1410
H 1.3063 5.1533 -0.1855
H 0.4361 1.9049 -1.4835
H -2.8161 -1.3344 5.9919
H -9.3380 -0.1424 -4.4604
H 0.1546 1.5167 4.1032
H 7.4744 1.8379 -1.3934
H 0.9454 -1.4764 1.1375
H -5.9138 2.7581 0.2290
H 4.3975 -2.2836 -1.2681
H -8.3605 2.1248 -4.0332
H -5.7414 1.9101 -1.3114
H 1.7131 -1.7955 -2.0144
H -0.1034 -3.6873 1.6231
H 6.9990 5.6857 -1.5489
H -4.8315 -0.9164 0.3925
H -3.7727 -0.5242 7.2420



51
Properties=species:S:1:pos:R:3 method="wB97M-V/def2-TZVPD" e_homo_ev=-6.195 energy_ev=-33064.5887 e_lumo_ev=-2.294 de_lowest_kcal_mol=88.5 multiplicity=1 gap_ev=3.90
O 4.6097 -1.2493 -3.4935
O -1.4223 1.8272 0.3585
O -2.2005 1.4171 4.0153
O -0.2952 1.5071 2.5085
O -2.0363 -0.1134 1.7676
O -1.6755 -1.4104 -2.2578
C 1.0986 -0.9672 0.1400
C 5.0569 -2.6445 -3.7526
C 0.5718 -0.6432 -2.7350
C -3.1257 3.3622 4.5589
C -0.4503 1.0305 -0.1946
C 2.5304 -2.1214 -2.5616
C 0.7522 0.7590 2.0000
C -1.0733 -0.9070 1.1612
C 0.1761 -0.0385 0.7937
C 1.4217 0.3820 -3.2538
C 1.1548 -1.9239 -2.5450
C -0.7849 -0.3782 -2.2277
C -2.5026 2.0582 2.7977
C -2.6380 -1.4750 -3.3037
C -2.2086 1.7988 6.4072
C -2.5496 2.2068 5.0507
C 2.7793 0.1752 -3.3458
C 3.3458 -1.0624 -3.0342
C -3.0721 3.2971 3.1311
B -1.5319 1.2628 1.7000
H 2.9655 -3.0561 -2.1984
H -3.4203 4.0318 2.4029
H 4.3820 -3.2153 -4.4278
H 1.0191 1.3282 -3.6425
H 3.4872 0.9677 -3.6162
H -2.6589 0.8271 6.6506
H -0.7219 -1.7063 1.8196
H -2.2936 -1.0842 -4.2746
H 0.2893 1.6561 -0.7328
H -1.4630 -1.3197 0.1962
H -2.6291 2.5548 7.0728
H 1.1513 0.1225 2.7837
H 6.0207 -2.5010 -4.2490
H -1.1583 0.6167 -2.5005
H 1.9385 -0.4655 -0.3370
H -2.8539 -2.5468 -3.3841
H -1.1207 1.7690 6.5695
H 1.4240 -1.7885 0.7661
H -3.4799 -0.8485 -2.9636
H 0.4531 -1.5513 -0.6100
H 0.5664 -2.7765 -2.2136
H -3.5159 4.1368 5.2003
H 5.2059 -3.1757 -2.7918
H -1.0637 0.4047 -0.9200
H 1.5454 1.4705 1.7150



Please write out number 1 again, unchanged.
12
Properties=species:S:1:pos:R:3 method="wB97M-V/def2-TZVPD" e_homo_ev=-10.006 energy_ev=-8337.9513 e_lumo_ev=0.904 de_lowest_kcal_mol=57.9 multiplicity=1 gap_ev=10.91
O -0.7998 -0.4811 1.1741
O 2.0328 -0.5970 -0.4616
C 1.0133 -0.5583 0.1623
C 0.0174 0.5449 0.5392
C -0.4304 1.3080 -0.8063
C -0.0361 -1.5807 0.6306
H -0.5677 -2.0729 -0.2023
H 0.0605 1.5043 1.0096
H 0.4618 1.4015 -1.4459
H -1.2195 0.7217 -1.2547
H 0.2577 -2.3575 1.3547
H -0.8060 2.3531 -0.6863